The following is a DFT calculation (wB97M-V/def2-TZVPD) of 2 unconnected molecules or ions with the total composition C2H3NO2.

Last column: natural (NBO) charge in e.
CARTESIAN COORDINATES (ANGSTROEM)
N (0.903, 1.165, 0.319)  -0.7959
C (1.759, 0.378, 0.055)  0.8698
O (2.470, -0.420, -0.377)  -0.4985
H (0.768, 1.815, 1.059)  0.4248
C (-1.474, -0.738, -0.263)  0.2877
O (-0.820, -1.423, 0.462)  -0.4968
H (-1.565, 0.355, -0.130)  0.1075
H (-2.040, -1.131, -1.125)  0.1013

The highest occupied orbital energy is -10.1452 eV. The structure (SMILES) is N=C=O.C=O. Its orbital gap is 10.922 eV.

The following is a DFT calculation (wB97M-V/def2-TZVPD) of a single C2H3NO2 molecule.

Last column: natural (NBO) charge in e.
CARTESIAN COORDINATES (ANGSTROEM)
C (-0.053, -0.242, -0.285)  -0.4027
N (0.519, 0.661, -1.558)  -0.1976
O (1.249, 1.898, -1.249)  -0.3613
C (0.082, 1.886, -1.854)  0.8574
O (-0.770, 2.516, -2.376)  -0.5318
H (-0.667, -0.848, -0.846)  0.2133
H (0.865, -0.739, 0.028)  0.2188
H (-0.527, 0.339, 0.476)  0.2040

The highest occupied orbital energy is -10.4001 eV. The structure (SMILES) is CN1OC1=O. Its orbital gap is 11.200 eV.

The following is a DFT calculation (wB97M-V/def2-TZVPD) of a single C2H3NO2 molecule.

Last column: natural (NBO) charge in e.
CARTESIAN COORDINATES (ANGSTROEM)
O (-2.091, 0.629, -0.644)  -0.5467
C (-0.896, 0.534, -0.661)  0.5446
N (-0.207, -0.421, 0.048)  -0.6733
C (1.090, -0.331, 0.522)  0.5439
O (1.752, 0.655, 0.437)  -0.5334
H (-0.242, 1.168, -1.276)  0.1348
H (-0.846, -0.955, 0.633)  0.4070
H (1.440, -1.279, 0.941)  0.1231

The highest occupied orbital energy is -10.5571 eV. The structure (SMILES) is O=CNC=O. Its orbital gap is 11.245 eV.

The following is a DFT calculation (wB97M-V/def2-TZVPD) of a single C2H3NO2 molecule.

Last column: natural (NBO) charge in e.
CARTESIAN COORDINATES (ANGSTROEM)
H (0.563, -1.659, -1.221)  0.3365
N (0.005, -0.880, -1.148)  -0.6912
C (0.172, -0.147, -0.094)  0.4945
O (0.993, -0.440, 0.943)  -0.6421
C (-0.707, 1.135, 0.136)  0.3205
O (-1.453, 0.989, 1.115)  -0.4896
H (1.418, -1.204, 0.671)  0.4780
H (-0.989, 2.205, -0.402)  0.1934

The highest occupied orbital energy is -10.2876 eV. The structure (SMILES) is [H]/N=C(\O)C=O. Its orbital gap is 10.584 eV.

The following is a DFT calculation (wB97M-V/def2-TZVPD) of a single C2H3NO2 molecule.

Last column: natural (NBO) charge in e.
CARTESIAN COORDINATES (ANGSTROEM)
O (-0.253, -0.883, -1.435)  -0.4632
C (0.377, -0.841, -0.420)  0.3768
C (-0.148, 0.019, 0.728)  -0.4523
N (-0.247, 1.382, 0.061)  0.1565
O (-0.594, 1.335, -1.117)  -0.2220
H (1.400, -1.030, -0.374)  0.1140
H (-1.213, -0.213, 0.937)  0.2640
H (0.678, 0.232, 1.621)  0.2261

The highest occupied orbital energy (alpha / beta) is -9.2058 / -9.2068 eV. The structure (SMILES) is O=CCN=O. Its orbital gap (alpha / beta) is 8.586 / 8.586 eV.

The following is a DFT calculation (wB97M-V/def2-TZVPD) of a single C2H3NO2 molecule.

Last column: natural (NBO) charge in e.
CARTESIAN COORDINATES (ANGSTROEM)
C (1.118, -1.134, 0.541)  -0.1474
N (0.440, -0.447, -0.360)  -0.1185
O (-0.601, 0.113, 0.244)  -0.3940
C (-1.118, 1.150, -0.578)  0.6409
O (-0.603, 1.634, -1.534)  -0.5099
H (1.996, -1.639, 0.067)  0.2059
H (0.913, -1.067, 1.786)  0.1970
H (-2.144, 1.391, -0.166)  0.1261

The highest occupied orbital energy is -10.4346 eV. The structure (SMILES) is C=NOC=O. Its orbital gap is 11.154 eV.